[1]
This record from the Open Molecules 2025 dataset describes C29H31N5O3 in the gas phase at a distorted geometry. The level of theory is ωB97M-V/def2-TZVPD.

Computed properties:
LUMO, eV: 0.6
DFT total energy, hartree: -1623.171479
HOMO, eV: -7.448
HOMO-LUMO gap, eV: 8.0

Each line ends with the natural charge from an NBO analysis.
Atoms and positions in Å:
C 1.26731 4.05390 -0.15196  -0.248
O 1.13541 3.64506 -1.48814  -0.518
C 1.34582 2.32245 -1.80337  0.224
C 1.73769 1.38123 -0.86509  -0.258
C 1.98993 0.06251 -1.20748  -0.261
C 1.81186 -0.33934 -2.52202  0.141
N 2.03690 -1.65861 -2.94307  -0.612
C 1.83980 -2.83611 -2.28885  0.675
O 2.25269 -3.87720 -2.76296  -0.599
C 1.06459 -2.80198 -1.01659  -0.151
C 1.49716 -3.58800 0.04578  -0.170
C 0.76939 -3.63713 1.21779  -0.204
C -0.41112 -2.91299 1.34333  -0.064
C -1.17957 -2.97637 2.60667  0.039
C -1.09042 -1.93172 3.51878  -0.207
C -1.75128 -1.99267 4.72927  -0.187
C -2.52326 -3.10955 5.03237  -0.098
C -3.19032 -3.20481 6.31358  0.303
N -3.96342 -4.19816 6.67228  -0.152
O -4.35755 -3.90503 7.94167  -0.277
C -3.78293 -2.73697 8.26492  0.532
C -4.00291 -2.15254 9.60344  -0.673
N -3.05999 -2.26251 7.30210  -0.502
C -2.63888 -4.14489 4.10675  -0.165
C -1.97340 -4.09263 2.89492  -0.026
C -2.09654 -5.21055 1.90446  -0.633
C -0.85086 -2.14106 0.27340  -0.167
C -0.12447 -2.08865 -0.90097  -0.188
C 1.42124 0.59734 -3.47028  -0.284
C 1.18773 1.93692 -3.15699  0.232
N 0.77855 2.77746 -4.17440  -0.460
C 0.02774 3.99363 -3.97997  -0.214
C 0.90666 5.23962 -4.10791  -0.239
N 1.55585 5.23648 -5.40745  -0.440
C 2.32730 6.43964 -5.62750  -0.404
C 2.36236 4.04043 -5.54721  -0.234
C 1.46985 2.79795 -5.44306  -0.211
H 2.28915 3.91447 0.21740  0.177
H 1.02813 5.11712 -0.14905  0.199
H 0.56832 3.52545 0.50514  0.177
H 1.88584 1.67296 0.16159  0.219
H 2.32415 -0.63257 -0.45509  0.226
H 2.42046 -1.76788 -3.87431  0.409
H 2.40932 -4.15596 -0.06221  0.231
H 1.11414 -4.23788 2.04710  0.218
H -0.48212 -1.07251 3.27441  0.214
H -1.67649 -1.19244 5.44950  0.234
H -3.65166 -1.12596 9.60711  0.247
H -5.05952 -2.19391 9.85680  0.240
H -3.45049 -2.72566 10.34741  0.242
H -3.25429 -4.99473 4.35880  0.227
H -2.90505 -5.88111 2.18324  0.219
H -1.17151 -5.78452 1.86188  0.224
H -2.28515 -4.82011 0.90570  0.226
H -1.77470 -1.58778 0.36328  0.213
H -0.48546 -1.49967 -1.73119  0.224
H 1.26933 0.26803 -4.48698  0.212
H -0.46973 3.97579 -3.01413  0.226
H -0.73249 4.03038 -4.77075  0.192
H 0.28396 6.13431 -4.03189  0.199
H 1.64234 5.25161 -3.28554  0.174
H 2.75560 6.41037 -6.62854  0.199
H 1.66614 7.30242 -5.55619  0.200
H 3.14423 6.56292 -4.89845  0.162
H 2.84782 4.05821 -6.52576  0.201
H 3.14728 3.98538 -4.76849  0.162
H 2.08588 1.90772 -5.55755  0.209
H 0.72771 2.83038 -6.24950  0.195


[2]
This record from the Open Molecules 2025 dataset describes 11 unconnected molecules or ions with the total composition C18H58N18O12 at a distorted geometry. The level of theory is ωB97M-V/def2-TZVPD.

Computed properties:
LUMO, eV: 3.5
DFT total energy, hartree: -2609.137620
HOMO, eV: -1.207
HOMO-LUMO gap, eV: 4.7
Net charge: -2

Each line ends with the Löwdin charge.
Atoms and positions in Å:
O 20.36476 14.44262 6.58665  -0.513
C 21.11931 15.17738 7.57896  -0.482
C 20.53820 16.10488 8.72430  -0.458
O 19.92436 17.41094 8.50964  -0.530
H 21.84819 15.72574 6.98220  0.046
H 21.75134 14.41504 8.03445  0.042
H 21.39205 16.36217 9.35107  0.047
H 19.76972 15.49131 9.19449  0.046
C 23.83959 15.50514 16.92789  -0.048
C 23.88036 15.07381 15.39456  -0.388
C 22.46968 15.06750 14.71177  -0.206
O 21.70512 13.99559 15.29529  -0.189
C 20.28407 14.24873 15.31423  -0.094
N 24.77413 16.04782 14.76191  0.004
H 23.80986 14.66518 17.62193  0.059
H 22.96506 16.10074 17.18970  0.067
H 24.71673 16.07013 17.24337  0.059
H 24.29778 14.11461 15.08830  0.128
H 22.74046 15.01816 13.65710  0.116
H 22.14526 16.09307 14.88799  0.116
H 20.11385 14.95433 16.12739  0.079
H 19.72787 13.35842 15.60762  0.077
H 19.91324 14.58133 14.34471  0.089
H 24.91372 16.04823 13.76160  0.065
H 24.69477 17.01353 15.04687  0.063
C 26.67083 10.65532 9.72550  -0.072
C 27.27380 11.93540 10.29158  -0.432
C 26.63784 13.12040 9.59602  -0.209
O 27.22546 14.37518 9.94304  -0.196
C 26.70223 15.56081 9.36207  -0.113
N 26.97017 11.94987 11.72414  0.036
H 25.58978 10.66567 9.58658  0.087
H 26.65262 9.96416 10.56816  0.060
H 27.21561 10.18109 8.90915  0.079
H 28.32830 12.01286 10.02676  0.138
H 25.62059 13.28872 9.94954  0.130
H 26.65721 12.99808 8.51308  0.125
H 26.19761 15.48372 8.39899  0.084
H 27.48889 16.28873 9.16361  0.078
H 25.97283 16.03795 10.01662  0.080
H 25.96099 11.91837 11.74982  0.069
H 27.15326 11.00893 12.04226  0.051
C 17.53994 10.49148 8.79520  -0.781
O 16.86145 9.59624 9.29396  -0.013
N 17.67433 11.62897 9.42434  0.158
N 17.97510 10.54997 7.56895  0.167
H 18.13845 12.40762 8.97893  0.103
H 17.16523 11.88796 10.25732  0.115
H 17.91906 9.72441 6.98980  0.113
H 18.39521 11.38666 7.19009  0.105
C 19.53056 15.42731 1.19138  -0.781
O 19.32181 15.78849 0.03222  -0.002
N 19.50773 14.22875 1.62094  0.156
N 19.81780 16.24149 2.21029  0.162
H 18.97870 13.61482 1.01817  0.123
H 19.68146 14.00922 2.59136  0.116
H 19.73084 17.24774 2.20858  0.115
H 19.82013 15.73155 3.08210  0.094
C 15.13918 18.87889 10.49632  -0.785
O 14.00386 19.09575 10.91219  -0.003
N 15.78241 17.75784 10.73422  0.160
N 15.86793 19.68337 9.77635  0.161
H 16.66910 17.72600 10.25166  0.100
H 15.27399 16.95329 11.07232  0.118
H 15.42286 20.52284 9.43383  0.118
H 16.73692 19.37580 9.36361  0.107
C 23.76462 20.41019 6.43227  -0.765
O 24.77701 21.02228 6.02402  -0.035
N 23.43317 20.31702 7.69468  0.160
N 22.90070 19.81214 5.65919  0.163
H 22.72030 19.64235 7.93287  0.106
H 24.05945 20.78910 8.33109  0.114
H 22.99707 19.82149 4.65384  0.116
H 22.12443 19.27297 6.01525  0.107
C 20.80321 20.24519 13.35981  -0.799
O 21.22448 20.82994 14.34581  0.007
N 21.56821 19.82437 12.39914  0.162
N 19.58394 19.83463 13.13355  0.160
H 22.50071 20.20630 12.33070  0.120
H 20.98426 19.62089 11.60058  0.105
H 18.88961 20.06009 13.83153  0.119
H 19.36902 19.33537 12.28229  0.111
C 17.71811 20.85563 4.59723  -0.792
O 17.20902 21.27586 3.53804  -0.018
N 18.59899 21.52432 5.24288  0.159
N 17.45594 19.72104 5.17398  0.172
H 19.12154 20.96726 5.90373  0.110
H 19.08272 22.25334 4.73827  0.121
H 17.88635 19.31579 5.99290  0.111
H 16.66186 19.19658 4.83563  0.118
C 15.37329 14.64891 5.16881  -0.814
O 14.33314 14.69693 4.52452  -0.006
N 15.63492 15.24643 6.30000  0.180
N 16.30150 13.83711 4.81075  0.162
H 16.62117 15.09682 6.45822  0.104
H 14.99752 15.91252 6.71249  0.122
H 16.26888 13.34251 3.93075  0.122
H 17.17833 14.06653 5.25646  0.097
C 23.82827 10.37693 5.13797  -0.810
O 24.52975 9.39689 5.26087  0.018
N 22.55102 10.44206 5.20438  0.166
N 24.29229 11.60302 5.10684  0.153
H 21.94256 9.65038 5.35636  0.125
H 22.16231 11.36381 5.34360  0.110
H 25.27889 11.81777 5.13140  0.116
H 23.59772 12.15867 5.58530  0.106


[3]
This record from the Open Molecules 2025 dataset describes C5H7NO in the gas phase. The level of theory is ωB97M-V/def2-TZVPD.

Computed properties:
LUMO, eV: 1.0
DFT total energy, hartree: -324.666073
HOMO, eV: -9.258
HOMO-LUMO gap, eV: 10.2

Each line ends with the natural charge from an NBO analysis.
Atoms and positions in Å:
C 0.22670 1.61521 0.90403  0.406
N 1.13002 0.74738 1.08854  -0.487
C 1.12608 -0.39601 0.22946  -0.073
C 0.11019 -1.48179 0.43315  -0.415
C 0.02231 -0.57942 -0.77258  -0.294
C -1.04391 0.49482 -0.81455  -0.066
O -0.79801 1.62891 0.03000  -0.500
H 0.21101 2.52504 1.50132  0.171
H 2.12728 -0.70384 -0.05727  0.214
H -0.62580 -1.32712 1.22298  0.217
H 0.41870 -2.51428 0.28323  0.222
H 0.27901 -1.00272 -1.74190  0.227
H -2.02515 0.10388 -0.51768  0.183
H -1.13507 0.89635 -1.82738  0.196


[4]
This record from the Open Molecules 2025 dataset describes 2 unconnected molecules or ions with the total composition C3H8N3O2. The level of theory is ωB97M-V/def2-TZVPD.

Computed properties:
LUMO, eV: 4.2
DFT total energy, hartree: -433.937349
HOMO, eV: -4.319
HOMO-LUMO gap, eV: 8.5
Net charge: -1

Each line ends with the natural charge from an NBO analysis.
Atoms and positions in Å:
N 0.80259 2.08426 2.40061  -0.907
C 0.91666 1.30866 1.20810  0.854
O 1.17281 0.09043 1.34897  -0.815
O 0.71344 1.91005 0.12895  -0.821
H 1.30549 1.70437 3.18132  0.356
H 1.05122 3.04482 2.20575  0.356
C -1.79539 -0.37293 -0.75828  -0.430
N -0.93826 -1.10169 -1.68742  -0.626
C 0.38883 -1.25252 -1.26894  0.291
N 0.97649 -2.36741 -1.34763  -0.762
H -2.15164 -0.93723 0.11153  0.169
H -1.21631 0.46034 -0.35012  0.254
H -2.64475 0.04186 -1.30181  0.172
H -1.33730 -2.00860 -1.89823  0.353
H 0.81150 -0.30885 -0.92881  0.218
H 1.94462 -2.29556 -1.04396  0.339


[5]
This record from the Open Molecules 2025 dataset describes a molecular structure, C17H16BBrN4ORu at a distorted geometry. The level of theory is ωB97M-V/def2-TZVPD.

Computed properties:
LUMO (spin up / spin down), eV: -5.4 / -5.5
DFT total energy, hartree: -3645.196220
Multiplicity: 2
⟨S²⟩: 0.7625
HOMO (spin up / spin down), eV: -11.414 / -11.410
HOMO-LUMO gap (spin up / spin down), eV: 6.0 / 5.9
Net charge: +1

Each line ends with the Löwdin spin population.
Atoms and positions in Å:
Ru 0.70519 0.05490 0.16032  0.739
Br -3.23682 5.08267 3.85755  0.006
C -2.12101 3.66229 3.30031  0.017
C -1.04037 3.26843 4.10091  -0.005
C -0.18777 2.29100 3.64904  0.014
C -0.34595 1.70357 2.37863  0.004
O 0.58656 0.94406 1.90631  0.103
C -1.53686 2.01333 1.62458  0.018
C -1.91339 1.34373 0.44168  -0.008
N -1.24369 0.38557 -0.17023  0.015
C -1.76249 -0.24716 -1.30244  0.000
C -3.04488 -0.12562 -1.82369  0.002
C -3.40643 -0.81921 -2.97826  -0.001
C -2.53535 -1.67834 -3.60249  0.002
C -1.23221 -1.84571 -3.09970  0.000
C -0.27488 -2.72361 -3.65047  0.002
C 0.99692 -2.74449 -3.13480  0.000
C 1.33291 -1.91071 -2.07084  0.004
N 0.43896 -1.11945 -1.48232  0.009
C -0.83599 -1.08968 -1.97268  0.005
C -2.38090 3.03615 2.10897  -0.008
H -0.87375 3.74337 5.05703  -0.001
H 0.65429 1.97120 4.24714  0.001
H -2.85550 1.66036 0.00639  -0.001
H -3.78283 0.49009 -1.33159  0.000
H -4.40339 -0.69171 -3.37558  0.000
H -2.83634 -2.23240 -4.48029  0.000
H -0.55641 -3.36610 -4.47370  0.000
H 1.75351 -3.39091 -3.55362  0.000
H 2.34040 -1.87941 -1.67860  0.000
H -3.23435 3.33976 1.51637  -0.001
B 5.21869 0.05667 -0.22300  0.015
C 3.74592 -0.11057 0.09754  0.046
N 2.59828 -0.20675 0.28227  0.021
H 5.70844 0.86729 0.51215  0.006
H 5.79841 -0.98086 -0.05256  0.001
H 5.28359 0.35612 -1.38729  0.011
N 1.08052 2.22249 -0.82552  -0.015
H 0.21703 2.71834 -1.01748  0.000
H 1.62717 2.18630 -1.68008  0.000
H 1.61089 2.73993 -0.13079  0.000